# 1
Below is C5H9NO in the gas phase, with properties calculated with ωB97M-V with the def2-TZVPD basis set.

XYZ file:
```
16
Properties=species:S:1:pos:R:3:nbo_charge:R:1
C 1.026 0.359 -2.798 -0.436
N 0.838 -0.271 -1.518 -0.401
C 1.067 0.348 -0.440 0.091
C 0.587 -0.365 0.773 0.006
O 0.700 0.140 2.092 -0.478
C -0.581 0.176 1.468 0.074
C -1.699 -0.739 1.885 -0.634
H 0.032 0.550 -3.221 0.207
H 1.525 -0.351 -3.465 0.207
H 1.588 1.304 -2.774 0.172
H 1.465 1.374 -0.360 0.161
H 0.672 -1.448 0.687 0.199
H -0.883 1.194 1.213 0.176
H -2.095 -0.504 2.876 0.219
H -2.508 -0.617 1.155 0.221
H -1.385 -1.786 1.862 0.217
```

For the LUMO energy, the calculation gives 1.13 eV. As for the structure (SMILES): C/N=C/[C@H]1O[C@@H]1C. The value obtained for the gap between HOMO and LUMO is 10.9 eV. The calculation puts the energy relative to the best compared isomer or geometry (same formula, charge and spin) at 2.587 eV. Its spin multiplicity is 1. As for the net charge: 0.

# 2
Below is a molecular structure, C20H43CeN2P3S, with properties calculated with ωB97M-V with the def2-TZVPD basis set.

XYZ file:
```
70
Properties=species:S:1:pos:R:3:lowdin_spin:R:1
Ce 0.385 0.158 0.108 1.017
P -2.284 -0.095 0.951 -0.004
P 1.378 0.369 2.764 -0.003
P -0.089 -2.546 0.516 -0.002
H -0.354 2.911 -3.978 0.000
C -0.967 2.082 -4.304 0.000
C -2.065 1.835 -3.571 0.000
H -2.420 2.515 -2.818 0.000
C -3.413 1.344 1.066 -0.001
C -2.360 -0.693 2.688 0.000
C -3.398 -1.236 0.057 -0.001
C 3.157 0.676 2.445 0.000
C 0.978 1.779 3.831 -0.001
C 1.270 -1.093 3.844 0.001
C -0.719 -3.055 -1.137 -0.001
C -0.641 -3.921 1.545 0.000
C 1.717 -2.856 0.360 0.000
H -0.454 1.483 -5.076 0.000
H -2.570 0.874 -3.461 0.000
H -3.269 2.047 0.239 0.000
H -3.262 1.881 2.007 0.000
H -4.450 0.990 1.045 0.000
H -1.933 0.058 3.364 0.000
H -1.824 -1.636 2.832 0.000
H -3.423 -0.822 2.924 0.000
H -3.382 -1.001 -1.014 0.000
H -4.399 -1.040 0.457 0.000
H -3.133 -2.288 0.191 0.000
H 3.730 0.586 3.369 0.000
H 3.303 1.690 2.047 0.000
H 3.567 -0.023 1.702 0.000
H 1.533 1.703 4.765 0.000
H -0.092 1.812 4.068 0.000
H 1.260 2.718 3.337 0.000
H 1.850 -0.901 4.745 0.000
H 1.654 -1.981 3.327 0.000
H 0.221 -1.267 4.108 0.000
H -0.040 -3.827 -1.504 0.000
H -0.711 -2.236 -1.866 0.000
H -1.733 -3.457 -1.029 0.000
H -0.173 -4.833 1.155 0.000
H -1.730 -4.040 1.520 0.000
H -0.326 -3.782 2.585 0.000
H 1.828 -3.535 -0.477 0.000
H 2.075 -3.317 1.280 0.000
H 2.312 -1.952 0.107 0.000
C 2.920 -1.369 -4.196 0.000
C 4.304 -1.697 -4.317 0.000
C 4.760 -2.299 -5.499 0.000
C 3.829 -2.533 -6.528 0.000
C 2.611 -1.843 -6.529 0.000
C 2.167 -1.211 -5.370 0.000
S 2.273 -1.248 -2.488 -0.001
H 1.282 -0.210 -2.281 0.000
H 4.994 -1.487 -3.474 0.000
H 5.832 -2.581 -5.601 0.000
H 4.084 -3.183 -7.345 0.000
H 1.992 -1.864 -7.423 0.000
H 1.299 -0.572 -5.305 0.000
C -2.548 4.089 3.292 0.000
N -1.535 4.316 2.195 0.000
C -1.355 5.674 1.720 0.000
C -0.901 3.356 1.589 0.000
N -0.432 2.375 1.095 -0.003
H -2.741 5.089 3.712 0.000
H -2.091 3.400 4.022 0.000
H -3.445 3.614 2.846 0.000
H -0.308 5.947 1.665 0.000
H -1.730 5.817 0.710 0.000
H -1.868 6.339 2.397 0.000
```

For the LUMO energy (alpha / beta), the calculation gives -9.60 / -9.55 eV. The value obtained for the gap between HOMO and LUMO (alpha / beta) is 6.1 / 6.1 eV. Its expectation value of S² is 0.75. The calculation puts the energy relative to the best compared isomer or geometry (same formula, charge and spin) at 0.254 eV. Its spin multiplicity is 2. As for the net charge: +3.

# 3
Below is C8H12Cl2N2 in the gas phase, with properties calculated with ωB97M-V with the def2-TZVPD basis set.

XYZ file:
```
24
Properties=species:S:1:pos:R:3:nbo_charge:R:1
C 0.032 2.379 0.837 -0.702
C -0.673 1.027 0.655 0.432
N -2.023 1.249 0.826 -0.422
C -2.981 0.586 0.543 0.422
C -3.928 -0.082 -0.023 -0.246
Cl -4.729 -1.487 0.742 0.013
Cl -4.815 0.503 -1.441 0.029
N -0.354 -0.056 0.170 -0.403
C 0.871 -0.695 -0.254 0.085
C 0.599 -2.154 -0.435 -0.595
C 2.003 -0.575 0.812 -0.620
C 1.515 -0.098 -1.508 -0.604
H -0.098 3.064 -0.022 0.244
H -0.420 3.012 1.659 0.242
H 1.128 2.279 1.121 0.224
H 0.043 -2.420 0.379 0.215
H 0.137 -2.352 -1.357 0.210
H 1.453 -2.756 -0.504 0.205
H 2.298 0.490 0.891 0.201
H 1.629 -1.034 1.735 0.213
H 2.987 -0.928 0.631 0.221
H 0.920 -0.022 -2.425 0.219
H 1.959 0.863 -1.334 0.206
H 2.447 -0.793 -1.697 0.212
```

For the LUMO energy, the calculation gives -0.44 eV. As for the structure (SMILES): C/C(N=C=C(Cl)Cl)=N\C(C)(C)C. The value obtained for the gap between HOMO and LUMO is 8.2 eV. The calculation puts the energy relative to the best compared isomer or geometry (same formula, charge and spin) at 1.932 eV. Its spin multiplicity is 1. As for the net charge: 0.

# 4
Below is a molecular structure, C5H9N3, with properties calculated with ωB97M-V with the def2-TZVPD basis set.

XYZ file:
```
17
Properties=species:S:1:pos:R:3:nbo_charge:R:1
C 1.722 -0.282 1.068 -0.638
C 0.701 0.461 0.233 0.030
C -0.244 -0.441 -0.768 -0.149
C 0.970 1.738 -0.166 -0.365
N -0.641 -0.036 -1.983 -0.510
H 0.040 0.609 -2.386 0.328
H 0.254 -1.423 -0.663 0.248
H 2.054 0.342 1.900 0.227
H 1.308 -1.198 1.488 0.219
H 2.594 -0.541 0.462 0.215
H 1.793 2.297 0.262 0.194
H 0.347 2.244 -0.892 0.189
N -2.537 -1.176 0.112 -0.804
C -1.384 -0.494 0.264 0.368
N -0.876 0.218 1.166 -0.358
H -3.292 -0.976 0.751 0.398
H -2.806 -1.341 -0.848 0.407
```

For the LUMO energy (alpha / beta), the calculation gives -0.75 / -0.54 eV. The value obtained for the gap between HOMO and LUMO (alpha / beta) is 7.2 / 8.1 eV. The calculation puts the energy relative to the best compared isomer or geometry (same formula, charge and spin) at 5.089 eV. Its spin multiplicity is 1. As for the net charge: 0.

Question: Which formula does entry 4 have?
Answer: C5H9N3

Question: Which formula does entry 1 have?
Answer: C5H9NO